Record 1
{"formula": "C19H12AsI2IrN3OS4Se2", "method": "ωB97M-V with the def2-TZVPD basis set", "e_homo_ev": -4.38, "fmax_ha_per_bohr": 0.01927, "de_lowest_kj_mol": 3.2, "charge": -1, "total_energy_ha": -10302.04636, "species": ["Ir", "Se", "Se", "C", "C", "C", "C", "C", "N", "C", "C", "C", "C", "C", "N", "H", "H", "H", "H", "H", "H", "H", "H", "I", "C", "C", "C", "I", "C", "C", "C", "C", "N", "C", "C", "O", "H", "H", "H", "H", "S", "As", "S", "S", "S"], "positions_angstrom": [[0.662, 0.233, -0.820], [-1.138, 3.922, -0.160], [-1.745, 2.365, 1.455], [-2.421, 1.024, 0.254], [-3.791, 0.789, 0.281], [-4.339, -0.113, -0.614], [-3.505, -0.708, -1.544], [-2.153, -0.419, -1.506], [-1.605, 0.389, -0.586], [0.770, 3.849, 0.116], [1.447, 5.032, 0.372], [2.819, 4.964, 0.563], [3.440, 3.728, 0.524], [2.668, 2.604, 0.273], [1.356, 2.672, 0.055], [-4.406, 1.336, 0.980], [-5.402, -0.316, -0.608], [-3.881, -1.382, -2.301], [-1.472, -0.832, -2.240], [0.910, 5.968, 0.435], [3.389, 5.865, 0.755], [4.506, 3.625, 0.672], [3.106, 1.615, 0.211], [0.583, 0.261, 4.519], [0.271, -1.267, 3.140], [-0.078, -2.553, 3.572], [-0.280, -3.580, 2.683], [-0.779, -5.469, 3.426], [-0.145, -3.358, 1.289], [-0.295, -4.320, 0.262], [-0.103, -3.960, -1.040], [0.216, -2.630, -1.371], [0.327, -1.714, -0.434], [0.180, -2.054, 0.883], [0.425, -0.973, 1.788], [0.747, 0.172, 1.287], [-0.181, -2.733, 4.634], [-0.544, -5.341, 0.523], [-0.193, -4.681, -1.839], [0.387, -2.314, -2.402], [3.500, 1.195, -4.816], [2.171, 0.033, -3.721], [2.801, -0.408, -1.559], [0.450, 1.214, -2.849], [1.322, -1.731, -4.544]]}

=====

Record 2
{"formula": "C19H12Br2F6MnN2O5S2Te", "method": "ωB97M-V with the def2-TZVPD basis set", "e_homo_ev": [-7.83, -7.88], "fmax_ha_per_bohr": 0.03434, "s2": 8.754, "multiplicity": 6, "charge": 0, "total_energy_ha": -9179.63654, "species": ["Mn", "F", "C", "F", "F", "S", "O", "O", "N", "S", "O", "O", "C", "F", "F", "F", "Br", "C", "C", "C", "Br", "C", "C", "C", "C", "N", "C", "C", "O", "H", "H", "H", "H", "C", "Te", "C", "C", "C", "C", "C", "C", "C", "H", "H", "H", "H", "H", "H", "H", "H"], "positions_angstrom": [[-0.476, 0.569, 0.487], [-3.917, -3.200, -0.078], [-4.256, -1.921, -0.159], [-5.522, -1.775, 0.195], [-4.089, -1.492, -1.412], [-3.134, -0.932, 0.940], [-1.881, -0.940, 0.172], [-3.099, -1.575, 2.207], [-3.879, 0.444, 0.958], [-3.375, 1.891, 0.659], [-1.944, 2.085, 0.900], [-4.241, 2.863, 1.217], [-3.528, 2.024, -1.201], [-4.657, 1.501, -1.646], [-3.438, 3.276, -1.612], [-2.504, 1.322, -1.735], [4.672, 0.474, 1.092], [3.392, 0.523, 2.476], [3.803, 0.573, 3.811], [2.879, 0.609, 4.819], [3.482, 0.672, 6.618], [1.494, 0.608, 4.537], [0.464, 0.665, 5.500], [-0.842, 0.685, 5.093], [-1.137, 0.645, 3.723], [-0.204, 0.579, 2.798], [1.097, 0.562, 3.180], [2.050, 0.511, 2.109], [1.637, 0.466, 0.885], [4.859, 0.588, 4.040], [0.718, 0.695, 6.550], [-1.648, 0.734, 5.810], [-2.166, 0.662, 3.387], [0.230, 0.656, -3.604], [1.198, 1.411, -1.809], [1.914, -0.638, -1.783], [2.013, -1.030, -3.227], [2.915, -1.985, -3.674], [2.995, -2.289, -5.026], [2.171, -1.641, -5.933], [1.264, -0.687, -5.491], [1.183, -0.377, -4.141], [0.023, 1.446, -4.321], [-0.709, 0.197, -3.296], [1.180, -1.229, -1.235], [2.860, -0.686, -1.253], [3.570, -2.479, -2.966], [3.714, -3.019, -5.373], [2.245, -1.865, -6.989], [0.625, -0.176, -6.201]]}

=====

Record 3
{"formula": "C19H12BrN2O6S2Ti", "method": "ωB97M-V with the def2-TZVPD basis set", "e_homo_ev": [-3.35, -4.17], "fmax_ha_per_bohr": 0.06119, "s2": 2.026, "multiplicity": 3, "de_lowest_kj_mol": 113.0, "charge": -1, "total_energy_ha": -5512.29090, "species": ["Ti", "O", "C", "O", "C", "C", "C", "C", "C", "N", "C", "O", "O", "H", "H", "H", "H", "H", "S", "C", "C", "C", "C", "C", "C", "S", "H", "H", "H", "H", "Br", "C", "C", "N", "C", "C", "C", "C", "O", "O", "H", "H", "H"], "positions_angstrom": [[0.492, 0.588, 0.362], [-0.064, 3.525, 3.056], [-0.010, 2.315, 2.445], [0.535, 2.237, 1.285], [-0.548, 1.131, 2.985], [-1.128, 0.824, 4.230], [-1.488, -0.492, 4.483], [-1.278, -1.496, 3.540], [-0.709, -1.138, 2.300], [-0.383, 0.154, 2.050], [-0.397, -1.896, 1.143], [-0.587, -3.248, 1.053], [0.092, -1.283, 0.143], [0.318, 4.162, 2.432], [-1.259, 1.603, 4.961], [-1.931, -0.743, 5.438], [-1.560, -2.515, 3.760], [-1.020, -3.559, 1.858], [-1.857, 0.882, -0.301], [-1.713, 2.604, -0.588], [-2.769, 3.455, -0.286], [-2.671, 4.817, -0.515], [-1.499, 5.344, -1.037], [-0.443, 4.506, -1.350], [-0.527, 3.132, -1.140], [0.815, 2.084, -1.537], [-3.669, 3.031, 0.136], [-3.504, 5.467, -0.279], [-1.408, 6.413, -1.189], [0.481, 4.906, -1.743], [3.985, -5.173, 2.729], [4.287, -3.658, 1.625], [5.320, -3.680, 0.699], [5.548, -2.668, -0.121], [4.746, -1.620, -0.076], [3.682, -1.511, 0.817], [3.461, -2.555, 1.712], [2.679, -0.401, 0.756], [2.250, -0.093, -0.382], [2.241, 0.109, 1.803], [5.969, -4.539, 0.597], [4.937, -0.834, -0.793], [2.638, -2.498, 2.410]]}

=====

Record 4
{"formula": "C19H12BrNO3", "method": "ωB97M-V with the def2-TZVPD basis set", "e_homo_ev": -8.65, "fmax_ha_per_bohr": 0.07935, "smiles": "CC(=O)c1c(O)nc2c(C)cc(Br)c3c2c1-c1ccccc1C3=O", "charge": 0, "total_energy_ha": -3585.74097, "species": ["O", "O", "Br", "N", "O", "C", "C", "C", "C", "C", "C", "C", "C", "C", "C", "C", "C", "C", "C", "C", "C", "C", "C", "C", "H", "H", "H", "H", "H", "H", "H", "H", "H", "H", "H", "H"], "positions_angstrom": [[-3.462, -1.407, 1.102], [3.382, -1.104, -1.069], [-4.078, 0.767, 2.918], [1.231, 2.349, 0.407], [3.086, 2.078, -0.773], [-2.296, -1.111, 0.815], [2.505, -0.390, -1.548], [1.916, 1.564, -0.428], [-1.221, -4.344, -0.821], [0.033, -3.992, -1.293], [-1.977, -3.387, -0.116], [0.532, -2.686, -1.133], [-1.896, 2.393, 2.266], [-2.416, 1.108, 2.017], [-1.491, -2.064, 0.083], [1.532, 0.288, -0.736], [-0.216, -1.656, -0.490], [-0.667, 2.768, 1.762], [-1.711, 0.209, 1.184], [0.286, -0.247, -0.230], [0.067, 1.915, 0.920], [-0.451, 0.615, 0.629], [2.331, -0.257, -3.059], [-0.162, 4.146, 2.172], [3.169, 2.841, -0.174], [-1.599, -5.333, -0.979], [0.682, -4.732, -1.756], [-2.939, -3.691, 0.322], [1.534, -2.548, -1.525], [-2.456, 3.080, 2.862], [2.700, 0.730, -3.355], [2.821, -1.031, -3.571], [1.281, -0.335, -3.317], [-0.401, 4.316, 3.211], [0.932, 4.155, 2.095], [-0.578, 4.993, 1.609]]}